Entry 1:
45
Properties=species:S:1:pos:R:3:forces:R:3:mulliken_charge:R:1 method="wB97M-V/def2-TZVPD" lumo_energy_ev=2.6 total_energy_ha=-1523.7201 homo_ev=-4.2 charge=-1 relative_energy_kcal_mol=31.1
La 0.790710 -0.194665 -0.451636 -2.396 -0.122 -1.257 1.1564
O 2.952195 3.565647 -0.883827 -0.005 0.157 -0.155 -0.6988
C 2.520689 2.530130 -0.428507 -0.672 -0.598 -0.407 -0.0216
O 1.705760 1.694715 -1.048935 1.646 2.338 0.029 -0.4966
C 3.017145 2.077080 0.951490 -0.241 -0.220 0.214 0.0224
C 3.820754 0.747219 0.882366 -0.366 -0.009 0.257 -0.0267
C 4.844887 0.719103 2.003836 -0.022 0.032 0.189 -0.9275
C 3.913517 0.611204 3.243550 0.106 0.124 -0.038 -0.9957
C 2.538277 0.403021 2.599985 0.337 0.166 -0.409 -0.0525
O 2.866743 -0.253821 1.342504 0.241 0.399 0.150 -0.5263
C 1.960120 1.721478 2.079282 0.229 -0.098 -0.158 -0.0177
C 0.526511 1.507652 1.572769 -0.339 -0.105 0.894 0.1427
O -0.123134 2.446864 1.156013 -0.059 0.094 0.041 -0.6785
O 0.119436 0.255699 1.561371 -0.486 1.377 2.537 -0.7401
H 3.664926 2.882083 1.277320 0.080 0.087 0.187 0.6938
H 4.189214 0.475135 -0.098660 -0.031 -0.068 -0.167 0.5314
H 5.481292 1.604066 2.005624 -0.020 -0.017 0.027 0.3973
H 5.472801 -0.165357 1.906926 0.016 -0.009 0.017 0.3621
H 3.920412 1.515891 3.855273 0.032 -0.047 -0.007 0.3205
H 4.184513 -0.230216 3.877134 0.013 -0.036 0.016 0.3485
H 1.839122 -0.200108 3.157151 -0.112 -0.146 0.042 0.7584
H 1.909952 2.504917 2.833444 0.113 0.086 -0.003 0.5066
O 2.971357 -3.174778 -0.369597 0.486 -0.616 -0.133 -0.5507
N 2.118057 -2.362484 -0.484483 -0.176 0.408 -0.084 0.4286
O 2.302612 -1.411445 -1.378133 2.837 -2.625 -1.246 -0.4145
C -2.193209 -2.546534 0.183604 -0.034 -0.240 0.507 -1.2799
Si -1.702996 -1.491549 -1.308424 -0.949 -0.123 -0.666 0.0450
C -1.809756 -2.732129 -2.732514 -0.042 -0.374 -0.378 -1.2155
C -3.294922 -0.470107 -1.588643 -0.406 0.304 0.048 0.5112
C -3.258975 0.924898 -1.696971 -0.168 0.002 -0.011 -0.3041
C -4.412952 1.691842 -1.869424 0.098 -0.164 0.011 -0.6512
C -5.651704 1.070509 -1.936419 0.078 -0.111 0.028 -0.3089
C -5.724070 -0.317472 -1.832196 0.165 0.043 0.002 -0.6749
C -4.563346 -1.066561 -1.661671 -0.033 0.083 -0.061 0.0537
H -3.171437 -3.024407 0.033659 0.126 0.027 0.054 0.4002
H -2.249854 -1.922827 1.085587 -0.030 -0.149 -0.069 0.3044
H -1.455877 -3.339488 0.373397 -0.108 0.099 -0.011 0.3676
H -2.665708 -3.417266 -2.625584 0.132 0.116 -0.054 0.3344
H -0.897541 -3.339159 -2.795195 -0.136 0.032 -0.033 0.2868
H -1.922917 -2.195761 -3.683247 0.054 -0.124 0.078 0.3108
H -2.304190 1.437308 -1.634994 0.018 0.008 0.008 0.0747
H -4.340140 2.771904 -1.943460 0.009 -0.052 0.008 0.3638
H -6.553123 1.660403 -2.061701 0.016 -0.035 -0.005 0.3405
H -6.687494 -0.812582 -1.880931 0.001 -0.009 -0.004 0.3457
H -4.647646 -2.150062 -1.587121 0.000 0.117 0.008 0.1740

***

Entry 2:
93
Properties=species:S:1:pos:R:3:forces:R:3:mulliken_charge:R:1 method="wB97M-V/def2-TZVPD" lumo_energy_ev=-2.8 total_energy_ha=-6959.5144 homo_ev=-10.9 charge=+1 relative_energy_kcal_mol=18.7
Bi -0.313035 0.918560 -0.230470 -0.458 0.506 0.008 2.6664
O -1.164162 3.736411 -3.252377 -0.014 0.049 -0.064 -0.6703
C -0.518035 3.225161 -2.363452 0.098 -0.041 0.019 -0.1230
N -0.207648 1.891373 -2.283181 -0.018 -0.292 0.115 -0.2324
C -0.669782 1.085097 -3.346421 -0.083 0.090 0.167 -0.8224
O -0.133571 0.969211 -4.409140 -0.035 0.116 -0.134 -0.5433
C -1.919138 0.319188 -2.993262 0.108 0.119 0.148 1.1043
C -2.902953 0.085744 -3.931981 0.021 -0.132 -0.071 -0.7705
C -4.079356 -0.514486 -3.512533 0.006 0.008 -0.016 -0.6728
C -4.199769 -0.907810 -2.189287 -0.017 -0.075 -0.045 -1.2155
C -3.151523 -0.671755 -1.320512 0.148 -0.065 0.069 -0.5528
N -2.044318 -0.033966 -1.708646 -0.060 0.036 -0.028 0.9793
C 0.023942 4.062250 -1.226986 0.037 -0.162 -0.046 0.5336
C -0.026495 5.438190 -1.337168 0.007 0.051 -0.002 -0.8830
C 0.524848 6.202713 -0.322147 -0.009 0.001 -0.002 -0.3525
C 1.095629 5.557601 0.762226 0.020 0.018 0.008 -1.0845
C 1.080747 4.174209 0.799455 0.021 -0.111 0.017 -0.1416
N 0.556961 3.431377 -0.174600 -0.171 0.052 -0.171 0.2647
H -2.733992 0.388023 -4.955684 -0.008 0.019 0.007 0.5909
H -4.890862 -0.675031 -4.209685 0.010 -0.023 -0.004 0.4917
H -5.089265 -1.404379 -1.828611 -0.007 0.021 0.008 0.5333
H -3.183383 -0.998261 -0.289746 -0.010 0.035 0.008 0.6549
H -0.485405 5.869124 -2.215323 0.020 0.009 -0.002 0.5496
H 0.517254 7.282866 -0.380451 -0.005 -0.001 0.004 0.4566
H 1.555049 6.108426 1.570758 -0.023 0.006 0.004 0.4462
H 1.528184 3.641299 1.628203 0.008 0.000 -0.020 0.4349
O -1.885194 0.088456 1.316329 0.035 0.026 0.073 -0.1425
N -2.917630 0.795211 1.566720 0.014 0.084 -0.102 -1.0731
N -2.960984 1.893798 0.938020 -0.311 0.092 0.040 1.2371
O -2.025118 2.283938 0.089462 0.133 0.000 0.126 -0.6196
C -4.088029 2.783568 1.110397 0.210 -0.122 -0.027 0.2332
C -4.374147 3.669714 0.088082 -0.030 0.060 -0.047 -0.2560
C -5.451846 4.529279 0.244479 -0.010 -0.031 0.012 -0.8096
C -6.213454 4.494114 1.403791 0.030 -0.013 -0.007 -0.5171
C -5.901818 3.594651 2.415739 -0.029 0.006 -0.024 -0.6096
C -4.829729 2.728953 2.277860 -0.021 -0.020 0.070 -0.2928
H -3.767826 3.683411 -0.806398 0.004 0.019 0.008 0.4466
H -5.694638 5.225891 -0.546255 0.003 0.006 0.006 0.4117
H -7.047773 5.171855 1.522486 -0.006 -0.005 -0.001 0.4013
H -6.492083 3.569931 3.321474 0.003 0.002 0.001 0.3928
H -4.570341 2.028123 3.058194 -0.001 0.013 -0.001 0.4957
C 2.868307 -0.157129 -0.724129 -0.268 -0.198 0.149 -1.7075
C 2.458006 -1.632414 -0.816471 0.152 0.028 0.187 -0.9196
As 0.573643 -2.104904 -0.425351 0.160 -0.088 -0.518 1.1070
C -0.059644 -2.553770 -2.223930 0.085 -0.011 0.066 0.6835
C 0.562033 -2.134523 -3.392290 -0.047 0.052 -0.037 -0.3036
C 0.023069 -2.462259 -4.634197 0.003 0.026 0.042 -0.6506
C -1.142366 -3.204125 -4.709935 -0.027 -0.025 0.041 -0.6134
C -1.771322 -3.628299 -3.541785 0.017 0.036 -0.017 -0.7268
C -1.232826 -3.306073 -2.307513 0.033 0.032 -0.045 -0.8431
C 0.840138 -3.916733 0.198554 -0.049 0.001 0.109 0.2142
C 0.299911 -4.323478 1.411206 -0.040 -0.058 0.006 -0.3623
C 0.505788 -5.622176 1.863334 0.000 0.017 -0.011 -0.7219
C 1.247179 -6.510200 1.099905 0.012 0.028 -0.035 -0.5028
C 1.775023 -6.106536 -0.121948 -0.003 -0.005 0.002 -0.7125
C 1.571004 -4.812885 -0.576428 0.022 -0.093 0.071 -0.6146
As 2.872372 0.880017 1.000100 0.201 -0.225 -0.100 0.3381
C 4.568930 0.233315 1.691972 0.173 0.125 0.031 0.6377
C 4.941156 -1.103412 1.823110 0.065 0.003 0.011 0.0134
C 6.195166 -1.438222 2.312473 -0.022 0.015 -0.010 -0.9352
C 7.096181 -0.443502 2.670686 -0.027 -0.009 -0.004 -0.5138
C 6.739413 0.888224 2.536307 -0.010 -0.006 0.001 -0.6645
C 5.481824 1.222546 2.049608 0.021 -0.021 0.034 -0.7006
C 1.649056 0.033988 2.288811 -0.019 0.005 -0.057 0.5111
C 0.841299 0.938328 2.981344 -0.070 -0.053 0.036 0.1226
C 0.019712 0.523347 4.022468 -0.001 0.007 -0.042 -0.6560
C -0.000370 -0.810713 4.388797 0.018 -0.036 -0.030 -0.7201
C 0.807891 -1.721765 3.718068 -0.007 0.028 0.058 -0.8122
C 1.620591 -1.307150 2.675349 0.052 0.040 0.017 -0.0441
H 2.340703 0.441779 -1.475005 -0.026 0.049 0.048 0.5410
H 3.927125 -0.071703 -0.978842 0.000 -0.003 -0.098 0.8063
H 3.064348 -2.231532 -0.137979 -0.060 -0.044 0.018 0.4131
H 2.666263 -2.007495 -1.819037 0.091 -0.011 0.020 0.8511
H 1.466238 -1.538271 -3.363274 -0.015 0.011 -0.012 0.1520
H 0.517734 -2.129095 -5.536820 -0.009 0.025 0.006 0.4347
H -1.562081 -3.457809 -5.674572 0.003 -0.011 0.001 0.4239
H -2.679336 -4.215424 -3.597094 0.007 -0.012 0.000 0.4619
H -1.716232 -3.656964 -1.401282 -0.019 0.002 -0.003 0.4484
H -0.292991 -3.632941 1.997665 0.013 0.018 0.011 0.5981
H 0.084326 -5.938203 2.808808 -0.010 -0.004 -0.006 0.4301
H 1.407729 -7.521485 1.449140 0.003 -0.002 0.000 0.4023
H 2.341208 -6.803609 -0.725769 0.001 -0.007 0.009 0.4285
H 1.967793 -4.514082 -1.539582 0.003 0.018 0.002 0.3124
H 4.269529 -1.904521 1.549509 -0.037 0.011 -0.002 0.0847
H 6.467798 -2.480646 2.414164 0.010 0.001 -0.004 0.4263
H 8.073087 -0.708792 3.052350 0.001 -0.003 -0.004 0.3914
H 7.437752 1.668940 2.807602 -0.006 0.002 0.005 0.4061
H 5.208897 2.266322 1.948350 0.009 0.005 -0.007 0.3604
H 0.861544 1.990858 2.719666 0.021 -0.001 0.010 -0.0387
H -0.593054 1.244111 4.548242 -0.008 0.003 -0.008 0.5044
H -0.636995 -1.143672 5.197738 0.023 0.002 0.020 0.4308
H 0.822457 -2.759532 4.025931 -0.025 -0.009 -0.029 0.5440
H 2.255682 -2.037760 2.192613 -0.009 -0.010 -0.036 0.3445

***

Entry 3:
57
Properties=species:S:1:pos:R:3:forces:R:3:mulliken_charge:R:1 method="wB97M-V/def2-TZVPD" lumo_energy_ev=-0.3 total_energy_ha=-1504.0271 homo_ev=-8.5 relative_energy_kcal_mol=65.2
C -1.667367 -0.944849 -4.473745 -0.009 -0.002 0.000 -1.6612
C -2.231651 -0.289043 -3.252390 0.199 -0.223 0.256 0.7527
C -3.089742 0.821826 -3.401321 -0.149 0.171 0.186 -0.7019
C -3.645246 1.441894 -2.320729 0.061 -0.075 -0.233 -0.5501
C -3.364623 0.984920 -1.014407 0.510 -0.551 -0.122 -0.3928
N -3.946583 1.603352 0.024478 -0.343 0.274 0.379 -0.6030
C -3.721996 1.172593 1.243769 0.203 -0.126 -0.392 0.6303
C -4.413596 1.876206 2.329138 -0.275 0.233 0.488 0.2484
C -4.754802 1.259252 3.531119 0.046 0.181 -0.185 -0.4046
C -5.408201 1.998079 4.502231 -0.011 0.037 -0.029 -0.5290
C -5.703786 3.326760 4.235837 -0.053 -0.230 0.265 -0.2435
N -5.391492 3.923095 3.096658 -0.143 0.516 -0.009 -0.6202
C -4.768552 3.219463 2.174119 0.222 -0.336 -0.225 -0.3091
C -2.835391 0.103064 1.515845 0.192 -0.159 -0.310 -0.2475
C -2.203472 -0.526278 0.475642 -0.514 0.113 0.129 0.1167
C -1.268657 -1.666704 0.741218 0.230 0.114 0.076 -0.0134
O -1.658332 -2.770414 1.066387 -0.269 -0.170 0.070 -0.6680
N 0.048036 -1.375792 0.603043 0.126 -0.080 0.030 0.3906
C 0.569990 -0.085638 0.211204 0.132 0.482 -0.141 -0.8550
C 2.016221 0.057818 0.681449 -0.165 0.162 0.110 -1.1259
N 2.843173 -0.963482 0.075373 -0.239 -0.024 0.042 0.3259
C 4.165863 -0.770260 -0.179487 0.359 0.063 -0.081 0.9676
C 4.873976 0.299607 0.402210 -0.192 -0.062 -0.026 -0.4912
C 6.207627 0.491024 0.140140 0.404 -0.112 -0.231 -0.5831
C 6.885538 -0.379558 -0.710817 -1.397 -0.199 0.273 -0.2438
N 8.268669 -0.181005 -0.980595 0.794 0.117 -0.155 0.9979
O 8.818058 0.777733 -0.468307 0.105 0.082 0.030 -0.6327
O 8.828260 -0.980374 -1.709509 0.105 -0.054 -0.071 -0.6320
C 6.205369 -1.445311 -1.296801 0.414 0.231 0.074 -0.5797
C 4.871325 -1.636751 -1.037710 -0.172 0.005 0.103 -0.4612
C 2.184042 -2.224919 -0.198262 -0.108 -0.160 -0.019 -0.7925
C 1.031016 -2.425069 0.777006 0.059 -0.392 -0.050 -1.2473
C -2.481822 -0.117852 -0.852428 -0.276 0.376 0.174 1.0042
C -1.938362 -0.741016 -1.991720 -0.029 0.030 -0.304 -0.6380
H -2.472543 -1.284788 -5.123491 -0.007 -0.055 -0.090 0.3662
H -1.049246 -1.799618 -4.211172 0.047 -0.052 -0.033 0.3603
H -1.063855 -0.235481 -5.039439 0.055 -0.008 -0.074 0.3555
H -3.311555 1.170964 -4.399567 -0.045 0.066 -0.095 0.4340
H -4.314990 2.280191 -2.428902 -0.073 0.099 -0.004 0.4762
H -4.538735 0.213328 3.695936 0.039 -0.079 0.015 0.4291
H -5.691074 1.549241 5.441945 -0.038 -0.013 0.073 0.3881
H -6.218072 3.943379 4.961145 -0.039 -0.028 0.121 0.3694
H -4.526759 3.734094 1.254626 0.049 -0.034 -0.085 0.4412
H -2.635348 -0.196270 2.533195 0.008 -0.039 0.091 0.5032
H -0.035898 0.708936 0.654985 0.128 -0.052 -0.076 0.6005
H 0.531732 0.031902 -0.880849 0.028 0.065 0.115 0.2550
H 2.375881 1.042362 0.374461 -0.053 -0.064 0.060 0.6940
H 2.051715 0.000969 1.778385 0.002 0.122 -0.040 0.2608
H 4.380469 0.969556 1.086548 -0.051 0.057 0.071 0.3774
H 6.751301 1.305078 0.594330 -0.001 0.032 0.026 0.4568
H 6.742425 -2.104891 -1.960923 -0.003 -0.031 -0.027 0.4594
H 4.361189 -2.451302 -1.524367 -0.059 -0.075 -0.051 0.3783
H 1.804226 -2.254549 -1.229205 0.034 -0.128 0.034 0.3033
H 2.895965 -3.042909 -0.066975 -0.068 0.039 -0.039 0.6946
H 1.410378 -2.426581 1.806241 -0.016 -0.069 -0.083 0.2395
H 0.530990 -3.380942 0.601398 0.149 0.109 0.037 0.4911
H -1.301687 -1.605040 -1.856939 0.097 -0.092 -0.050 0.4585